The following is a DFT calculation (ωB97M-V/def2-TZVPD) of a molecular structure, C4H6F6N3O6S2Sc.

Each line ends with the Mulliken charge.
Cartesian coordinates (Å):
Sc -0.197 0.340 -0.077  1.31
F -3.996 -0.742 -0.320  -0.17
C -3.458 0.340 0.151  0.78
F -2.478 0.778 -0.753  -0.23
F -4.310 1.309 0.303  -0.16
S -2.577 0.070 1.800  1.11
O -1.330 0.873 1.491  -0.54
O -3.404 0.523 2.839  -0.49
N -2.172 -1.467 1.928  -0.42
S -0.944 -1.881 1.068  1.39
O -1.139 -1.497 -0.381  -0.54
O 0.348 -1.232 1.403  -0.58
C -0.859 -3.775 1.242  0.62
F 0.220 -4.123 0.590  -0.14
F -1.942 -4.245 0.694  -0.14
F -0.781 -4.039 2.512  -0.13
C 3.800 0.313 -2.565  -0.64
O 3.398 1.515 -1.790  -0.38
C 2.290 1.501 -1.161  0.88
O 1.492 0.509 -1.127  -0.73
N 1.960 2.613 -0.492  -0.09
N 0.743 2.580 0.217  -0.53
H 4.722 0.617 -3.042  0.24
H 3.022 0.101 -3.290  0.33
H 3.957 -0.499 -1.863  0.34
H 2.562 3.428 -0.476  0.26
H 0.148 3.344 -0.106  0.33
H 0.925 2.748 1.208  0.34

Atoms 1-3, force components in eV/Å:
0.835 0.233 -0.457
0.031 0.061 0.013
-0.221 0.062 0.084

The net charge is +2. The HOMO energy comes out at -18.881 eV. The total energy is -2927.49372 Ha. Its HOMO-LUMO gap is 0.392 Ha. For the molar mass, the calculation gives 415.18 g/mol. The calculation puts the max |F| at 0.0191 hartree/bohr.